# 1
The following is a DFT calculation (ωB97M-V/def2-TZVPD) of a 15-piece molecular cluster, C86H74Cl2N14O28 overall.

Computed properties:
2S+1: 1
HOMO energy, eV: -9.386
Energy above the lowest of the compared OMol25 structures with the same formula, charge and spin, kJ/mol: 0.0

XYZ file:
```
204
C86H74Cl2N14O28 (ωB97M-V/def2-TZVPD)
Cl -0.66572 6.10177 -1.76535
C -1.30381 4.43179 -1.41364
C -1.73671 4.39509 0.07793
Cl -0.28822 4.58823 1.14282
H -0.49157 3.79912 -1.77154
H -2.24557 4.33970 -1.95467
H -2.29168 3.50873 0.38530
H -2.40021 5.23952 0.26450
C 6.29213 -5.80944 -1.06865
C 6.37681 -4.50228 -0.58034
C 5.29184 -3.67809 -0.70392
C 4.11092 -4.13470 -1.33712
C 4.04947 -5.45639 -1.82973
C 5.16040 -6.30247 -1.64249
N 2.98489 -3.21605 -1.47050
O 3.04262 -2.21664 -0.76252
O 2.10070 -3.42599 -2.26240
H 7.15176 -6.46280 -1.04480
H 7.33316 -4.23816 -0.15369
H 5.43151 -2.68363 -0.30651
H 3.13024 -5.81793 -2.26641
H 5.16271 -7.30269 -2.04987
C -2.25538 -4.24950 -2.77988
C -3.55507 -4.70480 -3.11470
C -3.84265 -5.15854 -4.44283
C -2.84770 -5.01421 -5.44751
C -1.56262 -4.48442 -5.05356
C -1.29193 -4.01908 -3.72611
N -3.10479 -5.43826 -6.81937
O -4.03804 -6.22503 -7.06093
O -2.46452 -4.92453 -7.69904
H -2.05255 -3.78077 -1.82827
H -4.35646 -4.70880 -2.39072
H -4.81181 -5.58159 -4.66224
H -0.71470 -4.34432 -5.70763
H -0.34084 -3.53317 -3.56573
C 5.09492 0.81182 -3.38629
C 4.82176 2.09150 -3.84439
C 4.07500 2.95259 -3.05033
C 3.57294 2.54661 -1.82477
C 3.84570 1.25755 -1.37983
C 4.64310 0.37875 -2.11670
N 2.65912 3.46665 -1.11177
O 2.84103 4.69229 -1.16183
O 1.66546 2.92057 -0.57538
H 5.74336 0.13662 -3.92484
H 5.27387 2.44419 -4.75960
H 3.95787 3.95597 -3.43232
H 3.56307 0.98379 -0.37406
H 4.79642 -0.59210 -1.66912
C -4.83555 2.90273 1.22472
C -4.37525 1.64122 1.03977
C -4.22883 1.19799 -0.26111
C -4.61397 2.00542 -1.37004
C -5.14079 3.26213 -1.11754
C -5.14330 3.75942 0.15449
N -4.58521 1.54941 -2.82530
O -4.33844 0.34507 -3.00547
O -4.71102 2.38944 -3.73891
H -4.79679 3.25448 2.24510
H -4.13998 1.16968 1.98248
H -3.85109 0.19594 -0.40111
H -5.52769 3.83649 -1.94628
H -5.44790 4.77750 0.34717
C 4.12021 -1.14437 1.98327
C 5.03025 -0.24199 2.52953
C 4.68788 1.04832 2.79100
C 3.33297 1.40348 2.61626
C 2.35877 0.46224 2.23802
C 2.75610 -0.79269 1.86850
N 2.88186 2.76476 2.98408
O 3.70688 3.70480 2.84962
O 1.74775 2.91620 3.29083
H 4.36508 -2.14944 1.67300
H 6.02745 -0.60708 2.72629
H 5.34159 1.75014 3.28750
H 1.29670 0.60746 2.10646
H 2.07185 -1.56755 1.55578
C -1.15171 -0.84492 2.03902
C -0.79132 -1.79344 1.07942
C -0.51848 -1.34875 -0.23546
C -0.71181 -0.02190 -0.60019
C -1.02469 0.94511 0.37675
C -1.26634 0.51504 1.68767
N -0.39686 0.44300 -2.00573
O 0.41886 -0.15785 -2.72900
O -1.00105 1.45457 -2.45287
H -1.30701 -1.13445 3.06783
H -0.58807 -2.83266 1.29180
H -0.06917 -2.01653 -0.95559
H -1.10024 1.93718 -0.04337
H -1.54279 1.20120 2.47453
C 1.92316 -0.38111 -5.48077
C 1.92279 -1.06514 -6.67197
C 2.04056 -0.38240 -7.88346
C 2.31847 1.01521 -7.87112
C 2.50341 1.69069 -6.65358
C 2.24832 1.00368 -5.44378
N 2.32602 1.69636 -9.20762
O 2.28143 0.96374 -10.16767
O 2.54422 2.96251 -9.25435
H 1.60762 -0.95091 -4.61928
H 1.66792 -2.11435 -6.64745
H 1.89095 -0.83786 -8.85123
H 2.60530 2.76392 -6.58881
H 2.18151 1.47294 -4.47335
C -4.43415 2.18949 5.83409
C -3.40289 1.30800 5.57056
C -3.62299 -0.06588 5.22138
C -4.94286 -0.48948 4.93099
C -5.97626 0.37542 5.21695
C -5.71479 1.68922 5.66784
N -5.21875 -1.93094 4.51215
O -6.36408 -2.29870 4.16922
O -4.29196 -2.75549 4.51576
H -4.24198 3.23245 6.03837
H -2.38627 1.67176 5.59419
H -2.81258 -0.77884 5.18470
H -6.98991 0.07534 4.99590
H -6.58272 2.29676 5.87757
C -0.31585 0.47215 7.07698
C 0.29284 0.61476 8.34287
C 1.67544 0.89212 8.46857
C 2.45483 1.00725 7.29714
C 1.88586 0.91394 6.06137
C 0.54650 0.60911 5.94551
N 3.88162 1.36556 7.39391
O 4.37699 1.03121 8.43520
O 4.49647 1.82698 6.46318
H -1.39310 0.40795 7.03461
H -0.27798 0.44169 9.24322
H 2.02321 0.98313 9.48699
H 2.49392 1.08438 5.18524
H 0.18860 0.43885 4.94086
C -1.48588 -0.16077 -5.82328
C -1.70019 -0.61999 -7.14565
C -2.85652 -1.38702 -7.48842
C -3.72265 -1.77116 -6.45134
C -3.40909 -1.47774 -5.10521
C -2.27120 -0.70998 -4.81921
N -4.98799 -2.49304 -6.83079
O -5.19955 -2.84229 -7.99920
O -5.78791 -2.76512 -5.91229
H -0.61593 0.45750 -5.65798
H -0.90287 -0.20991 -7.74774
H -3.01736 -1.80130 -8.47275
H -4.00970 -1.66984 -4.22842
H -2.13265 -0.39330 -3.79603
C -1.29294 -5.63787 0.90416
C -0.29938 -5.58592 -0.04868
C 0.97730 -5.36491 0.37284
C 1.24043 -5.31210 1.71279
C 0.21728 -5.46114 2.62359
C -1.07248 -5.56474 2.24485
N 2.67066 -5.29671 2.12397
O 2.97677 -4.89295 3.24389
O 3.42643 -5.82214 1.31411
H -2.34423 -5.71170 0.66808
H -0.47053 -5.72569 -1.10583
H 1.72251 -5.22329 -0.39592
H 0.31307 -5.45503 3.69932
H -1.91055 -5.51958 2.92456
C -0.49495 4.10124 -5.00816
C -1.65320 3.41233 -5.35829
C -2.36668 3.81921 -6.47615
C -1.98599 4.88969 -7.29192
C -0.84376 5.62339 -6.86249
C -0.06638 5.22271 -5.76934
N -2.65306 5.17507 -8.52855
O -3.84720 4.93363 -8.56570
O -2.03828 5.78120 -9.35820
H 0.04618 3.92810 -4.08968
H -1.92441 2.55289 -4.76314
H -3.14663 3.12846 -6.76065
H -0.41183 6.37521 -7.50639
H 0.85715 5.66116 -5.42112
C 4.51185 -2.25984 7.31947
C 3.40296 -2.58180 8.05544
C 2.16122 -2.66335 7.47900
C 2.01327 -2.53219 6.07909
C 3.15781 -2.37810 5.31349
C 4.37683 -2.17317 5.96846
N 0.70742 -2.65157 5.49456
O -0.29838 -3.01078 6.10869
O 0.54624 -2.18745 4.35441
H 5.44506 -2.11753 7.84413
H 3.56898 -2.72680 9.11270
H 1.23438 -2.93559 7.96197
H 3.16228 -2.37101 4.23352
H 5.29271 -1.93763 5.44684
C -0.11104 5.36828 7.44402
C -1.18081 6.20126 7.14888
C -1.97312 5.90996 6.05054
C -1.69378 4.80407 5.22577
C -0.57199 4.01340 5.49590
C 0.18927 4.29740 6.62979
N -2.52618 4.50259 4.03686
O -3.28090 5.41169 3.70255
O -2.33520 3.48345 3.38289
H 0.42128 5.48498 8.37644
H -1.39653 7.09014 7.72313
H -2.77451 6.60485 5.84734
H -0.50064 3.13583 4.87045
H 1.06791 3.76337 6.96024
```


# 2
The following is a DFT calculation (ωB97M-V/def2-TZVPD) of a 15-piece molecular cluster, C86H75F13N2 overall.

Computed properties:
2S+1: 1
HOMO energy, eV: -7.790
Energy above the lowest of the compared OMol25 structures with the same formula, charge and spin, kJ/mol: 193.1

XYZ file:
```
176
C86H75F13N2 (ωB97M-V/def2-TZVPD)
N 16.39918 13.49076 22.68956
C 17.39754 12.56172 22.77704
C 17.99732 12.54084 23.99862
C 17.41882 13.53994 24.70322
C 16.36073 14.00210 23.97986
H 15.75352 13.71992 21.94746
H 17.68040 11.92740 21.94998
H 18.77488 11.86900 24.33094
H 17.62930 13.81110 25.72722
H 15.65658 14.74342 24.32776
N 11.00448 15.79618 10.59362
C 11.75706 15.42634 11.66358
C 10.94404 15.18658 12.76066
C 9.66079 15.57072 12.28896
C 9.67299 15.86868 10.95092
H 11.33460 15.93390 9.64908
H 12.82744 15.32718 11.55932
H 11.16280 14.77838 13.73632
H 8.80898 15.52882 12.95160
H 8.92240 16.08325 10.20461
F 11.93700 12.85494 15.51410
C 11.19290 11.80022 15.84180
C 11.64634 10.57236 15.47264
C 11.00562 9.39138 15.90822
C 9.82617 9.45014 16.58933
C 9.32260 10.75822 16.93890
C 10.02126 11.91212 16.62781
H 12.52516 10.39657 14.87000
H 11.37996 8.40202 15.69044
H 9.25850 8.61618 16.97492
H 8.47765 10.87470 17.60138
H 9.74358 12.86588 17.05168
F 16.19181 23.57198 14.22176
C 15.58502 22.65832 14.98170
C 15.96614 22.45060 16.27936
C 15.36658 21.52198 17.07868
C 14.21110 20.84019 16.63158
C 13.89864 20.97940 15.24682
C 14.55392 21.93924 14.45396
H 16.66026 23.15202 16.71822
H 15.69254 21.36694 18.09658
H 13.57824 20.15556 17.17669
H 13.07654 20.54222 14.69960
H 14.28380 22.23024 13.44960
F 14.52088 17.03532 25.41586
C 13.70924 17.43543 24.37084
C 13.01056 18.61382 24.41252
C 12.12732 18.90426 23.35024
C 12.04158 18.03976 22.27736
C 12.74886 16.82929 22.26060
C 13.60558 16.55364 23.29692
H 13.01022 19.35956 25.19372
H 11.55032 19.81720 23.34784
H 11.31622 18.19359 21.49212
H 12.59700 16.19428 21.40032
H 14.12068 15.60442 23.30454
F 16.25852 19.86126 22.34600
C 16.62296 20.40772 23.56256
C 17.92244 20.41611 23.91576
C 18.33867 21.09512 25.01746
C 17.43413 21.69418 25.87034
C 16.06880 21.68068 25.54152
C 15.67418 20.99350 24.40270
H 18.58190 19.82268 23.29986
H 19.39454 21.06790 25.24290
H 17.75186 22.17604 26.78318
H 15.34108 22.26752 26.08230
H 14.61326 20.97556 24.20140
F 20.24162 14.51902 27.88532
C 19.55476 15.42294 27.19970
C 18.62041 16.17485 27.91606
C 17.94330 17.17292 27.26198
C 18.13261 17.34983 25.84974
C 19.11210 16.67744 25.14878
C 19.76219 15.65286 25.82974
H 18.46060 15.89646 28.94726
H 17.19808 17.79038 27.74134
H 17.47627 17.95124 25.23824
H 19.35700 16.92531 24.12652
H 20.51486 14.99522 25.42060
F 10.11064 20.06045 15.29032
C 9.79839 20.08119 16.57222
C 9.03793 21.14448 17.08626
C 8.93598 21.34592 18.47278
C 9.47762 20.36656 19.29465
C 10.12068 19.18682 18.79884
C 10.27328 19.08256 17.44058
H 8.82922 21.95748 16.40664
H 8.49856 22.23076 18.91114
H 9.35976 20.48258 20.36192
H 10.50480 18.42716 19.46351
H 10.68930 18.20274 16.97236
F 9.65208 15.52624 20.43772
C 9.52248 15.59288 19.07162
C 10.64412 15.44810 18.29916
C 10.57392 15.53188 16.90488
C 9.33102 15.75278 16.32634
C 8.16734 15.91598 17.11732
C 8.28424 15.84646 18.51222
H 11.61012 15.15530 18.68327
H 11.42528 15.40246 16.25308
H 9.31280 15.83460 15.24960
H 7.19544 16.06420 16.67030
H 7.39310 16.06640 19.08134
F 15.88364 8.53882 19.42816
C 16.04465 9.68976 18.77958
C 17.34424 10.24725 18.54802
C 17.41852 11.47746 17.93942
C 16.29596 12.19942 17.58312
C 15.03088 11.73868 17.83458
C 14.93478 10.44952 18.42482
H 18.16098 9.55354 18.68254
H 18.44059 11.81202 17.84029
H 16.51444 13.18818 17.20760
H 14.18816 12.32296 17.49572
H 13.96598 10.01207 18.61574
F 17.54140 15.35476 17.19190
C 17.25762 16.42460 16.41334
C 16.84490 16.09296 15.16502
C 16.56304 17.06992 14.18136
C 16.70382 18.41837 14.56464
C 17.09924 18.77574 15.84748
C 17.34446 17.77114 16.81988
H 16.65655 15.08604 14.82292
H 16.25074 16.74518 13.19980
H 16.30651 19.22711 13.96926
H 17.11764 19.81800 16.12984
H 17.78358 18.05446 17.76501
F 12.58868 25.20608 22.72394
C 12.52544 24.22056 21.80086
C 13.41480 23.17392 21.93440
C 13.30720 22.08034 21.06840
C 12.49772 22.17424 19.96858
C 11.67856 23.32078 19.75246
C 11.65682 24.32434 20.68942
H 14.08862 23.13710 22.77762
H 13.85994 21.17786 21.28384
H 12.44540 21.36472 19.25560
H 10.97030 23.36020 18.93808
H 11.01344 25.18194 20.55916
F 21.58634 12.97308 21.12174
C 20.66443 13.99578 20.94511
C 20.65000 14.50082 19.65279
C 19.82296 15.53494 19.30720
C 19.05247 16.14872 20.28222
C 19.05804 15.69542 21.60116
C 19.90952 14.56524 21.91910
H 21.22330 14.09026 18.83475
H 19.84024 15.90600 18.29310
H 18.42092 16.99900 20.07106
H 18.43063 16.32552 22.21416
H 19.91616 14.15786 22.91930
F 13.78166 19.30995 19.45972
C 14.20564 18.11432 19.14440
C 15.07284 17.54449 19.99022
C 15.43486 16.20884 19.83898
C 14.98654 15.49020 18.70672
C 13.98914 16.00414 17.91377
C 13.62962 17.36660 18.12226
H 15.30608 17.99026 20.94588
H 16.09622 15.77170 20.57240
H 15.33174 14.48914 18.49427
H 13.60336 15.43724 17.07938
H 12.90060 17.82469 17.47027
F 14.09386 13.71222 21.38426
C 13.23968 12.64462 21.30080
C 13.65232 11.35214 21.73464
C 12.95552 10.23136 21.34130
C 11.83038 10.33720 20.59642
C 11.29272 11.57152 20.33580
C 11.99198 12.74842 20.63737
H 14.51304 11.25768 22.38012
H 13.32440 9.24696 21.58890
H 11.44178 9.38822 20.25758
H 10.37532 11.65062 19.77144
H 11.65996 13.75750 20.44265
```